1.
Below is C17H33Ca2FLiN3O18PS as an isolated structure at a distorted geometry, with properties calculated with ωB97M-V with the def2-TZVPD basis set.

The net charge is -1. Its electronic energy is -119390.2203 eV. The value obtained for the HOMO-LUMO gap is 1.0 eV. As for the multiplicity: 1. The calculation puts the HOMO energy at -3.32 eV.

CARTESIAN COORDINATES (ANGSTROEM)
O -1.7458 -5.1473 -0.9910
H -4.0795 5.0170 -0.2990
C -1.4032 -7.7399 -1.1502
C 1.1117 0.7981 2.6561
O -1.1707 1.5131 -2.9283
O -0.2938 -6.1414 -2.7361
H 3.6764 1.2452 -2.3507
C -1.3895 7.0709 6.8643
O 0.5079 -6.1246 -0.4015
O 2.0809 -7.9039 -3.3445
H -0.6168 1.5179 -3.7340
C 0.0782 4.6534 2.5253
C -3.4327 0.4924 -1.2857
C 0.0923 5.9536 4.4458
Li 1.7006 -7.2035 -1.2949
H -2.7141 -0.3086 0.4911
N 1.1527 1.3310 -1.8944
H -0.9320 -0.1109 1.6978
H -3.5010 1.3122 1.9097
P -0.2817 0.7380 -1.8645
O 4.9227 -8.1987 -2.6503
H -2.9183 -0.0933 -2.0441
H -4.3625 -0.0409 -1.0903
O 0.8735 0.8121 1.2602
O 6.8488 3.2368 -3.8412
H -1.0833 -1.1516 -2.5346
H 0.0367 -5.0599 -4.4483
H -1.6388 6.1397 7.3752
O 4.4634 0.9791 -2.8503
H -3.6740 1.4429 -1.7610
C -0.9535 2.3235 0.2788
H 0.4093 5.5010 1.9281
H 1.4106 1.6874 -0.9819
H 1.8295 -3.6196 -3.6066
H -0.6431 -8.4592 -1.4930
O 0.4412 5.9301 5.7310
C -4.0287 3.8641 -0.1069
Ca -3.2011 -5.5849 -2.4788
F 0.5963 3.1880 -3.2716
N 1.8107 -9.0627 -2.9193
H -2.2919 -7.7733 -1.7973
C -3.6878 2.8380 0.4025
C 0.0766 7.0924 6.4872
H -1.6288 7.9092 7.5187
O -0.4225 3.2788 -0.2007
O 0.6703 -9.2380 -2.3508
C 6.0046 3.7217 -3.0384
H -1.3786 2.0819 2.3380
C 1.5158 -4.4767 -3.0136
H -1.0019 4.5353 2.4568
S -0.6957 -6.1331 -1.2034
Ca -2.4209 5.0638 -1.1161
H 2.1862 0.7291 2.8196
O 6.5106 3.8619 -1.8903
C -2.5664 0.6377 -0.0409
N -1.7727 2.3680 1.4562
C -2.9999 1.7088 1.0335
C -1.0381 0.8569 -0.2039
H 5.3026 -9.0538 -2.8857
H -2.0222 7.1339 5.9795
O -0.4747 6.8514 3.8813
H 0.7484 1.7018 3.1588
H 1.5909 -4.2007 -1.9598
H 0.3385 7.9981 5.9410
O -0.2032 -0.8172 -2.3085
H -0.6135 -4.0903 -3.1369
O 0.4658 4.8008 3.8954
C -0.2482 0.0546 0.8604
C 0.1023 -4.8796 -3.3788
H 0.0799 -0.9085 0.4610
O 4.8512 4.0364 -3.3363
H 0.5546 3.7571 2.1466
H 0.6830 -0.0881 3.1318
H 0.6893 7.0673 7.3867
H 2.2077 -5.3040 -3.1892
O 2.5960 -9.9736 -2.9970
H -1.6865 -7.9451 -0.1177

=====

2.
Below is C22H21AuN4O6S2 as an isolated structure at a distorted geometry, with properties calculated with ωB97M-V with the def2-TZVPD basis set.

The calculation puts the energy above the lowest of the compared OMol25 structures with the same formula, charge and spin at 2.326 eV. Its electronic energy is -66761.0635 eV. The value obtained for the HOMO-LUMO gap (spin up / spin down) is 5.4 / 5.5 eV. As for the multiplicity: 1. The calculation puts the HOMO energy (spin up / spin down) at -8.31 / -8.31 eV.

CARTESIAN COORDINATES (ANGSTROEM)
H -3.9073 -0.4197 3.2078
C -1.2466 -0.5243 2.6261
H -1.0833 -1.3330 -2.3404
H 1.1831 1.1536 6.0311
S -0.0987 3.1036 1.7635
N -2.0299 0.4885 0.5990
C -2.8284 -1.9193 -1.9397
H 2.7623 3.1480 1.8071
C -2.9644 0.9971 -0.1732
S 2.5932 -0.1452 0.7200
C -4.1674 -2.0031 -2.3326
H -5.6706 0.5112 1.7694
H -2.2248 -0.8208 4.5130
C 1.5373 1.6004 5.1132
C -3.4325 -2.9174 0.1735
H -1.9858 -2.2840 3.5392
C -4.6448 0.5079 1.4318
H 4.8807 1.5693 5.7053
C -2.4622 -2.3702 -0.6611
C -2.3283 -0.0009 1.8069
H 3.8763 0.1343 5.9461
C 0.6294 2.0487 4.1733
C -4.7506 -2.9916 -0.2234
C 3.8731 1.2239 5.9185
H -6.1504 -2.5621 -1.7937
H -2.6389 1.3788 -1.1293
C -3.6548 -0.0204 2.2407
C 2.4419 2.7178 2.7441
C -4.2984 1.0405 0.2019
C -1.5412 -1.3388 3.8459
H -5.0294 1.4872 -0.4519
O 0.4465 2.4766 0.4878
Au 0.2279 0.4469 0.1257
H 3.5810 1.5766 6.9056
C -1.0965 -2.1489 -0.0888
O -0.0717 4.5310 1.6389
O -0.3154 -1.3801 -0.7966
H -5.4935 -3.4114 0.4367
C -5.1170 -2.5239 -1.4808
O -1.3636 2.5106 2.1516
H -0.6102 -1.5439 4.3652
N -0.0357 -0.3107 2.2592
H 4.1457 -1.1844 2.5982
N 1.0375 -0.6665 2.8786
C 1.0926 2.5998 2.9966
C 2.2139 -0.6876 2.3100
H -0.4381 1.9734 4.3142
O -1.9496 -1.3968 -2.8034
N 3.2502 -1.1163 3.0463
H 4.4082 2.3552 3.5006
O -0.8078 -2.6007 1.0067
H -3.1225 -3.2723 1.1457
H -4.4251 -1.6479 -3.3197
C 2.9047 1.7152 4.8856
H 3.0895 -1.5567 3.9363
C 3.3482 2.2759 3.6936

=====

3.
Below is one molecule with the formula C5H10O at a distorted geometry, with properties calculated with ωB97M-V with the def2-TZVPD basis set.

The calculation puts the energy above the lowest of the compared OMol25 structures with the same formula, charge and spin at 3.282 eV. Its electronic energy is -7391.4833 eV. The value obtained for the HOMO-LUMO gap is 9.4 eV. As for the multiplicity: 1. The calculation puts the HOMO energy at -8.46 eV. The SMILES is C=CCCCO.

CARTESIAN COORDINATES (ANGSTROEM)
H -0.5452 -1.7103 -0.8844
C 1.0316 -0.3982 -0.8268
H -1.2128 0.8864 2.2064
C 1.9387 0.6056 -1.1653
H 0.1199 1.2822 0.9870
H -2.1657 0.8462 -0.3659
C -0.6141 0.5705 1.2231
H -0.1873 -1.0675 2.4120
H 2.9445 0.1883 -1.4031
H -2.1618 -0.5643 0.4527
C -0.4392 -0.5611 -1.0491
H 1.6759 1.6710 -1.2475
O 0.2789 -0.4983 1.8161
H -0.7783 -0.3820 -2.0627
C -1.4414 0.1574 0.0254
H 1.5563 -1.0257 -0.1179

=====

4.
Below is C41H39CrN2O2SSi as an isolated structure at a distorted geometry, with properties calculated with ωB97M-V with the def2-TZVPD basis set.

The calculation puts the energy above the lowest of the compared OMol25 structures with the same formula, charge and spin at 0.746 eV. Its electronic energy is -97362.3113 eV. The value obtained for the HOMO-LUMO gap (spin up / spin down) is 6.4 / 6.7 eV. As for the expectation value of S²: 3.78. As for the multiplicity: 4. The calculation puts the HOMO energy (spin up / spin down) at -6.74 / -6.76 eV.

CARTESIAN COORDINATES (ANGSTROEM)
C -6.3932 -3.1135 -1.1914
H 0.1614 -4.6409 3.1876
C 3.1176 0.4119 4.2739
C 1.9519 0.7909 2.2038
H 2.8534 2.9921 -3.5401
H -1.2078 -2.5520 -4.1880
O 0.7335 1.0806 0.1543
C -1.6380 -3.4914 3.3523
H -4.5138 -0.3119 -1.3871
H 1.5224 2.8678 -6.2485
H 2.9310 -1.2003 -6.0772
H -3.3615 -2.2505 3.2605
H -4.2907 -3.5138 1.4122
H 0.3559 1.9447 4.5064
H 0.8039 3.3187 2.5924
C 1.8948 1.8713 -6.4607
H 3.0500 2.2964 3.2711
Cr -0.9404 0.6183 -0.2002
C 0.2498 -0.9829 -4.5040
H 4.3299 2.2188 -4.1037
C 2.5411 2.5894 0.6134
C -4.2703 -1.8373 0.0788
H -3.3698 -0.1567 4.3993
H -0.2021 3.1913 1.1030
H -4.4479 -0.4975 2.3645
C 0.7630 0.2090 -4.0355
C 3.7599 4.6413 0.3241
C 4.6628 2.5982 -0.5229
O -2.3628 -0.4194 -0.2001
H -6.4095 -1.4278 -2.5115
H 0.6529 -3.8316 0.8965
C -0.6251 1.7553 2.6100
H 1.1391 1.3515 -7.0412
H 1.8650 4.5245 1.2668
C -2.2018 -2.1032 1.4597
C -5.7966 -3.6888 -0.0829
C -2.4779 -2.5784 2.7377
H 3.6537 -1.2003 -4.4818
H 4.3442 -0.2240 -5.7632
H 5.6319 4.4986 -0.7006
C 3.5596 1.9144 -0.0472
H 3.4696 0.8453 -0.1797
C -5.9408 -1.8902 -1.6546
S 0.3828 2.3355 -2.3474
H 2.7838 1.9687 -7.0766
C -3.6897 -0.0467 1.7253
H 1.7173 -2.4445 3.1466
C -4.8822 -1.2611 -1.0258
C 4.7715 3.9638 -0.3286
H 3.0067 -1.5756 5.0633
N -0.6594 0.0033 -2.0881
H 3.8349 5.7064 0.4781
N -1.5987 1.1832 1.8844
H 1.0021 -0.9227 1.3502
H -0.8508 -2.2417 -0.1923
C 2.7391 1.2615 3.2502
H -1.8703 -3.8443 4.3473
C -3.1020 -1.0977 0.7362
Si 2.3175 0.9340 -4.8514
H -1.9073 -1.6461 -2.0062
C -0.2279 -3.4923 1.4227
C -0.5042 -3.9439 2.7012
C 2.0037 -1.4050 3.1826
C -0.4917 1.5330 3.9803
C 2.6450 3.9621 0.7819
C 1.3839 1.7531 1.1560
H 5.4399 2.0663 -1.0503
C -4.7465 -3.0513 0.5519
C 3.3409 2.0350 -3.6924
C -1.1491 -1.1399 -2.5923
C -2.5733 0.5293 2.5320
H -1.3720 0.5889 5.6893
H -6.1391 -4.6450 0.2877
C -0.7667 -1.6414 -3.8120
C 3.4100 -0.5713 -5.3342
C 2.7398 -0.9205 4.2482
C 0.1830 0.7374 -2.8606
H -4.1643 0.7242 1.1122
C -1.4528 0.7926 4.6331
C 1.6059 -0.5511 2.1701
H 3.4624 1.5747 -2.7171
H 0.6356 -1.4023 -5.4193
C -2.5463 0.3379 3.9063
C -1.0712 -2.5818 0.8099
H -7.2102 -3.6151 -1.6905
H 3.6965 0.7937 5.1029
C 0.3249 2.6387 1.8893

=====

5.
Below is a 8-piece molecular cluster, C16H48N2O8 overall at a distorted geometry, with properties calculated with ωB97M-V with the def2-TZVPD basis set.

The calculation puts the energy above the lowest of the compared OMol25 structures with the same formula, charge and spin at 6.662 eV. Its electronic energy is -36723.9907 eV. The value obtained for the HOMO-LUMO gap is 9.5 eV. As for the multiplicity: 1. The calculation puts the HOMO energy at -9.15 eV. The SMILES is NC(N)=O.CC(C)O.CC(C)O.CC(C)O.CC(C)O.CO.CO.CO.

CARTESIAN COORDINATES (ANGSTROEM)
H 0.7814 -3.9672 -2.5677
O 1.9094 2.1978 1.7543
H 1.5714 -2.3462 -4.1827
C -0.7156 -2.7502 -1.5947
H 1.3844 -1.7702 -2.5477
H 1.7114 1.1498 -3.2497
H 0.2904 1.6598 -4.2247
H 3.0864 1.0688 -0.0377
H -1.0216 -4.6422 -3.3807
H -0.5846 -3.2172 3.3013
C 1.8264 4.4428 2.3603
C 0.0594 -3.2042 -2.8747
O -0.6436 0.2328 -0.4677
C -5.4256 -0.4072 -1.3557
C -4.0236 -0.7552 -0.9367
H 0.9604 -0.5372 2.3883
H -1.7346 -0.5502 2.4853
H 3.6024 -1.0862 0.5173
O 0.7074 -3.0182 1.6673
H 3.5914 0.2328 -1.5667
O -3.6116 0.1578 -0.2377
O 1.6574 3.7538 -3.1067
H -0.5156 3.5038 3.1513
H -5.5346 0.6278 -1.7737
N 0.7064 -0.3082 1.4033
C 0.7034 1.6168 -3.1827
H -5.7656 -1.1252 -2.1217
H 1.8004 4.8768 3.3003
H -4.5576 -2.1402 0.4933
H -0.1086 3.5718 -2.9457
H 1.2154 5.0138 1.7063
H 2.8444 4.4278 1.9273
H 1.4914 -0.4772 0.7153
H 1.7914 2.7198 3.5403
H -1.2756 -3.0442 1.5423
H 3.7934 -1.1112 3.8423
H 3.1484 0.4808 4.1033
H 0.6014 4.2348 -0.8687
C -0.5346 -3.5342 2.2193
H -0.6666 -4.6312 2.1493
H -4.1356 -2.8622 -1.1107
H 1.7174 2.9708 -0.6917
C 0.7634 3.0728 -2.5887
H 0.5504 -2.0992 1.4013
C -0.5216 -0.1542 0.8373
C 3.0964 -0.4432 3.5773
H 2.5054 3.5758 -2.7357
H -3.4466 -0.7182 -1.8967
C 0.8744 -2.0632 -3.4377
C -3.8916 -2.1082 -0.3597
H 0.0254 -2.2202 -0.9037
H -1.5626 -2.1112 -1.7357
H 0.2794 -1.2112 -3.7437
H -0.4336 1.8438 3.1763
H 2.0684 -1.9102 4.0073
C 2.9074 0.2898 -0.7327
O 2.8114 -0.9372 -0.0637
H 0.0234 2.6588 -0.5077
H 1.3814 1.4448 1.5863
H 0.0724 1.0248 -2.5847
H -6.1416 -0.5302 -0.5577
C -0.0516 2.7188 2.6223
H -0.4586 2.7308 1.6553
H -1.1126 -3.5552 -1.0747
H 1.8704 0.4418 -1.1987
O 1.8724 -1.0762 3.6973
N -1.6346 -0.4132 1.5083
H -2.8916 -2.3192 -0.0357
O -0.7166 -3.7842 -3.6877
H -2.5616 -0.3712 0.9893
C 1.4394 2.9838 2.5713
C 0.7314 3.2028 -1.1237
H -3.2696 0.8368 -0.7337
H 3.3234 -0.2522 2.5323

=====

6.
Below is a 3-piece molecular cluster, C31H58FN3O10PS overall at a distorted geometry, with properties calculated with ωB97M-V with the def2-TZVPD basis set.

The net charge is +1. Its electronic energy is -80862.0214 eV. The value obtained for the HOMO-LUMO gap is 7.0 eV. As for the multiplicity: 1. The calculation puts the HOMO energy at -10.61 eV.

CARTESIAN COORDINATES (ANGSTROEM)
H -1.0190 2.4857 -3.9236
C -1.8064 1.6190 -7.6469
H 3.8313 -6.1977 2.4485
C -5.9579 1.7448 -1.7156
C -1.8612 2.0427 -6.3170
O 1.9247 -6.6807 3.0115
O 6.6158 -0.9853 1.5998
C 0.6597 -3.1255 5.6360
H 5.4342 -2.3948 2.3837
C -2.3031 0.6443 -2.1133
H -2.6886 0.9718 0.4748
C -4.7159 0.9058 -1.3718
H -1.5261 4.4293 -1.7429
H 3.4497 -3.9446 1.9288
H -3.7795 1.6709 -2.9348
C -0.9013 1.1369 -1.6304
C -1.7437 3.4241 -2.0735
O -2.2871 3.3293 1.0744
H 3.4078 -1.2319 2.5836
O -4.8837 3.3826 0.6040
H -0.5725 2.8308 -0.4628
N -2.2130 -1.0207 -3.9231
H 6.3484 1.0802 1.5709
O 0.4843 -4.0582 4.5927
H -3.8384 3.6344 -2.1953
H 8.6663 -0.2482 3.0459
H -5.5304 0.8611 0.6208
C 7.9869 0.5982 2.8913
H -3.9130 4.7015 -6.6617
F -2.6049 -0.5343 -1.5403
C -0.3424 0.3586 -0.4772
C -3.7273 0.7966 2.3883
C -0.1780 -3.5082 3.4733
H -1.1985 0.7651 -7.8969
N -0.7706 2.5679 -1.4155
O 4.1579 0.6674 2.4962
H -3.6883 3.2585 -4.1140
H 0.4962 -1.5108 0.0315
H -2.8745 4.7192 -4.5783
C -3.1597 3.0265 -1.6038
C -2.7358 3.6436 -4.4990
C 5.5447 -1.3112 2.4698
H -1.3081 1.4707 -5.5907
C 7.8488 0.4855 5.2361
C -3.3201 3.8365 -6.9169
C -1.5209 3.3861 -3.5975
H -1.2632 -3.5799 3.6385
C 2.7984 -5.9414 2.1763
H 8.7113 1.1433 5.3897
H -2.8102 0.6708 2.9592
N -3.4805 1.5849 -1.9566
C -4.7373 0.3679 0.0689
H -0.8047 4.1733 -3.8121
H 1.2405 -7.9528 1.5234
H -2.5351 3.6236 1.9611
H 0.0683 -5.3350 2.3459
O -1.5703 -1.1136 -4.8558
H -0.2215 0.8854 -2.4435
H 0.0922 -2.4504 3.3507
O 7.1757 0.7974 4.0362
H 2.6119 -8.5686 2.4917
H 8.1806 -0.5591 5.2390
H -5.8157 2.8115 -1.5833
H -4.9809 3.6172 1.5349
C 0.3628 -0.7407 -0.7110
C -3.4698 0.3858 0.9524
C 7.1392 0.3337 1.6684
O 1.4585 -3.9326 1.6866
H 1.2079 -3.6221 6.4332
C 2.5935 -4.4576 2.3729
H -3.8542 3.9334 -8.9884
P -3.4361 3.7749 0.0434
H -0.3048 -2.7833 6.0285
C 4.2222 -0.6889 2.0814
C -2.6072 3.1502 -5.9290
H -5.0694 -0.6642 0.0113
S -3.3893 5.6987 -0.1947
H 2.6320 -6.1973 1.1231
C 3.2243 1.3718 1.7192
H -6.2371 1.5709 -2.7543
C 1.6865 -7.9833 2.5246
H -4.8392 0.0475 -2.0234
H -4.4702 0.1498 2.8432
H -4.0279 1.8322 2.5036
H -6.7882 1.4080 -1.1121
H -3.0765 -0.6257 0.9953
H -0.5253 0.6647 0.5449
H 3.2198 2.4127 2.0382
O -2.2399 0.4204 -3.5004
H 5.7932 -1.0884 3.5090
H 7.7861 0.4254 0.7936
C 0.1792 -4.2581 2.2088
H -2.4937 1.9576 -9.6397
H 2.5687 -4.1954 3.4316
H 2.2213 0.9427 1.8534
H 1.2445 -2.2624 5.2955
H 0.7812 -0.8717 -1.6987
H 3.4935 1.3338 0.6562
H 4.0868 -0.7673 0.9959
H 8.5841 1.5050 2.7239
H 0.9856 -8.4657 3.2024
H -0.5297 -3.9519 1.4342
C -3.2787 3.4082 -8.2415
C -2.5267 2.3027 -8.6195
H 7.1467 0.6284 6.0549